No. 1
# C4H8ClNS

An isolated molecule of C4H8ClNS at a distorted geometry (ωB97M-V/def2-TZVPD, OMol25).

```
! wB97M-V def2-TZVPD RIJCOSX def2/J DEFGRID3
* xyz 0 1
C -0.01 -0.93 -0.15
C 0.78 0.38 -0.16
C -2.02 -0.04 -0.67
C 1.59 0.58 1.14
N -1.04 -0.91 -1.15
S -0.26 1.89 -0.28
Cl -2.82 -0.27 0.71
H 0.69 -1.86 -0.31
H -0.50 -0.93 0.86
H 1.54 0.53 -0.97
H -2.60 0.34 -1.53
H 0.97 1.04 1.83
H 2.38 1.17 1.01
H 1.99 -0.20 1.70
H -0.68 -0.80 -2.03
*
```

Properties
largest force on an atom = 6.45 eV Å⁻¹
gap between HOMO and LUMO (spin up / spin down) = 7.50 / 7.50 eV
molar mass = 137.64 g/mol
relative energy (zero: lowest compared OMol25 entry of this formula, charge and spin) = 53.0 kcal/mol
LUMO (spin up / spin down) = -0.33 / -0.33 eV
HOMO energy (spin up / spin down) = -7.832 / -7.832 eV

These are the Löwdin partial charges, in e, on atoms 1 to 5: number 1, C, carries -0.275; number 2, C, carries -0.735; number 3, C, carries -0.769; number 4, C, carries -0.161; number 5, N, carries -0.069

No. 2
# C4H8ClNiO

A structure of composition C4H8ClNiO at a distorted geometry (ωB97M-V/def2-TZVPD, OMol25).

```
! wB97M-V def2-TZVPD RIJCOSX def2/J DEFGRID3
* xyz 1 3
Ni -1.75 -4.21 3.07
Cl -0.78 -3.86 0.92
C 1.13 0.52 0.18
C 0.25 1.70 -0.21
C -0.70 1.05 -1.24
O -0.94 -0.26 -0.66
C 0.14 -0.61 0.14
H 1.49 0.67 1.20
H 1.99 0.38 -0.47
H 0.82 2.51 -0.67
H -0.35 2.11 0.60
H -0.18 0.94 -2.19
H -1.62 1.61 -1.41
H 0.66 -1.47 -0.34
H -0.16 -1.08 1.09
*
```

Properties
largest force on an atom = 1.67 eV Å⁻¹
gap between HOMO and LUMO (spin up / spin down) = 8.58 / 3.94 eV
molar mass = 166.25 g/mol
relative energy (zero: lowest compared OMol25 entry of this formula, charge and spin) = 8.6 kcal/mol
LUMO (spin up / spin down) = -4.27 / -8.60 eV
HOMO energy (spin up / spin down) = -12.845 / -12.542 eV

These are the Löwdin partial charges, in e, on atoms 1 to 5: number 1, Ni, carries 0.393; number 2, Cl, carries -0.207; number 3, C, carries -0.130; number 4, C, carries -0.125; number 5, C, carries -0.058

No. 3
# C4H8ClO3PS3

An isolated molecule of C4H8ClO3PS3 at a distorted geometry (ωB97M-V/def2-TZVPD, OMol25).

```
! wB97M-V def2-TZVPD RIJCOSX def2/J DEFGRID3
* xyz 0 1
C 0.03 -0.27 0.69
C 1.49 -0.21 1.24
C 0.06 0.57 -0.58
C -0.70 0.00 -1.73
O 4.03 -1.82 -1.35
O 1.86 1.22 1.43
O 1.31 0.90 -1.01
P 2.16 1.91 -0.02
S 4.09 1.22 -0.53
S 1.52 3.81 -0.03
S 4.97 -0.97 -0.69
Cl 5.05 -1.64 1.24
H -0.24 -1.26 0.46
H -0.71 0.20 1.52
H 1.73 -0.82 2.12
H 2.17 -0.71 0.46
H -0.39 1.57 -0.38
H -0.54 0.47 -2.63
H -1.76 -0.01 -1.35
H -0.45 -1.07 -1.88
*
```

Properties
largest force on an atom = 4.04 eV Å⁻¹
gap between HOMO and LUMO = 7.03 eV
molar mass = 266.73 g/mol
relative energy (zero: lowest compared OMol25 entry of this formula, charge and spin) = 25.1 kcal/mol
LUMO = -2.25 eV
HOMO energy = -9.285 eV

These are the Löwdin partial charges, in e, on atoms 1 to 5: number 1, C, carries -0.096; number 2, C, carries -0.200; number 3, C, carries -0.529; number 4, C, carries -0.025; number 5, O, carries -0.563